Entry 1:
The following is a quantum chemistry calculation of a structure of composition C21H19AuBrN6, from OMol25.

Atoms and positions in Å:
Au  1.49  0.01  0.43
C  1.61  -1.19  -2.58
N  1.38  -1.87  -1.31
C  0.07  -2.50  -1.15
C  -0.95  -1.64  -0.46
N  -0.68  -0.50  0.15
C  -1.84  -0.02  0.69
C  -2.12  1.16  1.39
C  -3.43  1.37  1.78
C  -4.42  0.43  1.51
C  -4.16  -0.75  0.82
C  -2.86  -0.96  0.39
N  -2.24  -1.96  -0.33
C  1.35  0.28  -2.52
N  1.25  0.99  -1.39
C  0.97  2.28  -1.75
C  0.65  3.43  -1.01
C  0.36  4.59  -1.69
C  0.41  4.65  -3.09
C  0.74  3.53  -3.85
C  0.97  2.34  -3.17
N  1.22  1.06  -3.60
H  1.01  -1.62  -3.40
H  2.66  -1.31  -2.86
H  2.09  -2.59  -1.21
H  0.20  -3.40  -0.54
H  -0.34  -2.83  -2.12
H  -1.34  1.88  1.61
H  -3.69  2.28  2.31
H  -5.43  0.62  1.85
H  -4.94  -1.47  0.62
H  -2.71  -2.79  -0.69
H  0.62  3.40  0.07
H  0.07  5.48  -1.15
H  0.20  5.58  -3.59
H  0.81  3.58  -4.92
H  1.33  0.78  -4.57
Br  1.84  -3.81  6.01
C  1.81  -2.68  4.47
C  2.29  -3.14  3.24
C  2.23  -2.30  2.16
N  1.73  -1.06  2.22
C  1.29  -0.61  3.40
C  1.31  -1.38  4.54
H  2.72  -4.13  3.14
H  2.61  -2.62  1.20
H  0.92  0.40  3.44
H  0.96  -0.97  5.48

Summary:
Electronic energy   -3848.84474 Eh
Total charge   +3
E_LUMO (alpha / beta)   -13.77 / -13.80 eV
Frontier orbital gap (alpha / beta)   3.65 / 3.61 eV

Entry 2:
The following is a quantum chemistry calculation of a structure of composition C21H44O3P2Re, from OMol25.

Atoms and positions in Å:
Re  0.30  -0.61  0.08
C  1.20  -0.06  1.77
O  1.79  0.34  2.70
C  -0.22  -2.26  0.99
O  -0.50  -3.27  1.52
C  -0.90  -0.95  -1.45
O  -1.61  -1.23  -2.35
C  3.68  -1.74  0.23
P  2.33  -1.19  -0.94
H  3.99  -0.26  -2.28
H  3.86  -0.84  0.85
C  2.21  -2.58  -2.20
H  3.27  -2.89  -2.24
C  5.01  -2.08  -0.46
H  5.37  -1.28  -1.13
H  4.96  -3.01  -1.03
H  5.77  -2.20  0.32
C  3.24  -2.87  1.15
H  3.24  -3.84  0.63
C  2.33  0.99  -2.84
H  2.25  -2.71  1.59
H  3.95  -2.95  1.98
C  3.80  1.27  -0.77
H  1.27  1.09  -2.54
H  2.70  2.01  -3.01
H  2.35  0.48  -3.80
C  3.19  0.29  -1.78
H  4.09  2.19  -1.28
H  4.70  0.84  -0.32
H  3.12  1.53  0.04
C  1.75  -2.11  -3.57
H  0.75  -1.65  -3.53
H  1.66  -3.00  -4.23
H  2.45  -1.42  -4.05
C  1.35  -3.73  -1.71
H  0.29  -3.44  -1.65
H  1.66  -4.11  -0.73
H  1.42  -4.56  -2.43
H  1.30  0.60  -0.34
H  -0.10  0.95  0.17
C  -2.40  -0.10  3.35
C  -3.09  -0.08  2.00
C  -4.62  0.01  2.17
P  -2.21  1.06  0.77
C  -3.32  1.37  -0.69
C  -4.66  2.11  -0.54
C  -2.48  2.08  -1.75
C  -2.15  2.78  1.56
C  -3.28  3.23  2.49
C  -0.83  2.89  2.29
H  -2.58  0.81  3.94
H  -1.31  -0.26  3.27
H  -2.82  -0.94  3.92
H  -2.88  -1.04  1.48
H  -4.95  0.96  2.59
H  -5.15  -0.21  1.24
H  -4.88  -0.78  2.89
H  -3.54  0.34  -1.02
H  -4.52  3.17  -0.30
H  -5.15  2.06  -1.53
H  -5.34  1.63  0.19
H  -1.62  1.47  -2.06
H  -3.10  2.27  -2.64
H  -2.11  3.05  -1.39
H  -2.15  3.46  0.69
H  -3.32  2.61  3.41
H  -3.05  4.26  2.82
H  -4.27  3.25  2.02
H  0.02  2.69  1.63
H  -0.70  3.91  2.70
H  -0.78  2.19  3.13

Summary:
Electronic energy   -1811.41614 Eh
Total charge   +4
2S+1   4
E_LUMO (alpha / beta)   -15.29 / -18.23 eV
Frontier orbital gap (alpha / beta)   7.13 / 4.14 eV

Entry 3:
The following is a quantum chemistry calculation of a structure of composition C43H56N10O3PYb, from OMol25.

Atoms and positions in Å:
Yb  -0.31  -0.10  0.58
C  1.60  -1.19  4.62
C  0.68  0.03  4.64
C  -0.79  -0.34  4.54
C  1.11  1.09  3.61
C  2.31  1.90  4.12
O  3.37  1.55  3.21
C  2.86  0.80  2.23
N  1.60  0.55  2.30
C  3.91  0.39  1.26
C  5.21  0.33  1.80
C  6.30  0.03  1.01
C  6.13  -0.20  -0.35
C  4.85  -0.16  -0.88
C  3.73  0.12  -0.10
P  2.11  0.07  -0.95
C  2.06  1.58  -1.96
C  0.70  1.89  -2.49
C  0.52  3.14  -3.40
C  1.75  4.00  -3.51
C  2.90  3.69  -2.90
C  3.06  2.45  -2.11
C  2.42  -1.26  -2.16
C  2.66  -2.54  -1.66
C  2.91  -3.59  -2.53
C  2.90  -3.37  -3.90
C  2.65  -2.10  -4.40
C  2.42  -1.04  -3.53
H  1.35  -1.87  5.44
H  2.65  -0.92  4.74
H  1.50  -1.74  3.68
H  0.81  0.52  5.61
H  -1.05  -0.71  3.55
H  -1.43  0.53  4.73
H  -1.05  -1.12  5.27
H  0.26  1.75  3.42
H  2.61  1.61  5.12
H  2.16  2.98  4.08
H  5.35  0.53  2.85
H  7.29  -0.01  1.45
H  6.98  -0.41  -0.99
H  4.72  -0.38  -1.94
H  0.21  1.00  -2.91
H  0.12  2.93  -4.39
H  1.68  4.90  -4.11
H  3.75  4.34  -3.00
H  4.03  2.27  -1.65
H  2.66  -2.71  -0.59
H  3.11  -4.58  -2.14
H  3.09  -4.19  -4.58
H  2.65  -1.92  -5.47
H  2.26  -0.04  -3.93
C  -2.30  4.13  3.37
C  -1.66  3.10  2.48
N  -0.51  3.21  1.94
O  0.15  4.35  2.34
C  -2.44  1.86  2.14
C  -3.93  1.86  2.21
N  -1.75  0.87  1.77
O  -2.27  -0.26  1.22
H  -1.60  4.91  3.64
H  -2.68  3.66  4.28
H  -3.15  4.59  2.87
H  0.97  4.32  1.83
H  -4.26  1.87  3.25
H  -4.32  0.97  1.73
H  -4.34  2.76  1.73
C  -2.45  -2.72  -0.55
N  -1.53  -1.77  -1.24
C  -0.56  -2.60  -2.01
N  -1.20  -3.52  -2.94
C  -2.09  -4.40  -2.19
N  -3.12  -3.63  -1.46
C  -3.89  -2.85  -2.44
N  -3.02  -1.94  -3.19
C  -2.37  -1.05  -2.25
C  -2.00  -2.73  -3.89
H  -3.19  -2.14  0.00
H  -1.86  -3.31  0.15
H  0.05  -3.16  -1.30
H  0.08  -1.93  -2.58
H  -1.51  -4.98  -1.47
H  -2.58  -5.09  -2.88
H  -4.65  -2.28  -1.91
H  -4.38  -3.53  -3.13
H  -3.13  -0.50  -1.71
H  -1.73  -0.35  -2.79
H  -1.34  -2.06  -4.44
H  -2.49  -3.41  -4.59
C  -0.96  -4.71  3.67
N  -1.48  -3.55  2.93
C  -2.92  -3.23  3.05
C  -0.71  -2.84  2.16
N  0.00  -2.23  1.46
H  -1.46  -5.61  3.34
H  -1.13  -4.57  4.73
H  0.11  -4.81  3.49
H  -3.51  -4.05  2.62
H  -3.13  -2.31  2.52
H  -3.17  -3.12  4.10
C  -2.34  4.77  -3.87
C  -1.97  3.74  -2.85
C  -0.54  3.71  -2.40
C  -0.20  2.56  -1.42
N  -1.25  1.70  -0.89
C  -2.45  1.92  -1.29
C  -2.85  2.91  -2.29
H  -1.56  4.90  -4.61
H  -2.47  5.73  -3.36
H  -3.28  4.53  -4.37
H  -0.28  4.70  -2.03
H  0.39  2.90  -0.57
H  -3.22  1.29  -0.85
H  -3.90  2.93  -2.57

Summary:
Electronic energy   -3944.97356 Eh
Total charge   +2
2S+1   2
E_LUMO (alpha / beta)   -4.87 / -4.87 eV
Frontier orbital gap (alpha / beta)   8.20 / 8.19 eV

Entry 4:
The following is a quantum chemistry calculation of a structure of composition C47H62BaCl2N5O10S3Se, from OMol25.

Atoms and positions in Å:
Ba  2.19  -0.85  0.49
C  -6.62  -0.86  -0.89
C  -5.86  -2.00  -1.58
C  -5.98  -1.79  -3.11
C  -6.55  -3.31  -1.15
C  -4.38  -2.09  -1.22
C  -3.91  -1.24  -0.27
C  -2.54  -0.95  -0.23
Se  -0.98  1.51  0.63
C  -1.06  2.26  -1.10
C  -2.22  2.89  -1.56
C  -2.24  3.44  -2.85
C  -0.99  3.51  -3.52
C  0.11  2.69  -3.23
C  0.13  2.03  -1.93
O  1.08  1.23  -1.63
C  1.25  2.73  -4.24
C  1.93  4.07  -4.07
C  0.63  2.60  -5.67
C  2.29  1.57  -4.14
C  -3.53  4.02  -3.43
C  -4.80  3.53  -2.73
C  -3.64  3.55  -4.90
C  -3.51  5.54  -3.38
C  -1.53  -1.80  -0.85
O  -0.29  -1.68  -0.53
C  -2.06  -2.84  -1.74
C  -3.44  -2.90  -1.85
C  -1.19  -3.76  -2.63
C  -2.08  -4.79  -3.40
C  -0.19  -4.55  -1.79
C  -0.51  -2.83  -3.66
H  -7.63  -0.83  -1.27
H  -6.18  0.10  -1.12
H  -6.64  -0.94  0.20
H  -6.97  -1.32  -3.35
H  -5.99  -2.72  -3.65
H  -5.19  -1.16  -3.48
H  -7.60  -3.33  -1.43
H  -6.48  -3.46  -0.07
H  -6.07  -4.18  -1.59
H  -4.55  -0.71  0.43
H  -3.14  2.90  -0.95
H  -0.91  4.18  -4.35
H  1.25  4.90  -4.01
H  2.64  4.29  -4.89
H  2.49  4.10  -3.15
H  0.27  3.56  -6.02
H  -0.22  1.93  -5.63
H  1.34  2.16  -6.36
H  2.80  1.59  -3.17
H  3.03  1.64  -4.94
H  1.75  0.61  -4.24
H  -4.91  2.47  -2.65
H  -5.66  3.91  -3.29
H  -4.88  3.98  -1.72
H  -3.73  2.44  -4.94
H  -2.77  3.80  -5.52
H  -4.54  3.97  -5.35
H  -3.39  5.94  -2.38
H  -4.45  5.96  -3.71
H  -2.70  5.97  -4.00
H  -3.82  -3.71  -2.45
H  -2.66  -5.39  -2.71
H  -1.43  -5.46  -3.96
H  -2.78  -4.31  -4.07
H  -0.77  -5.15  -1.09
H  0.42  -3.87  -1.20
H  0.46  -5.22  -2.37
H  -1.26  -2.23  -4.19
H  0.05  -3.42  -4.41
H  0.16  -2.12  -3.20
Cl  7.49  -3.15  1.32
C  7.34  -1.57  0.69
C  8.49  -0.89  0.27
C  8.43  0.47  -0.11
Cl  9.89  1.22  -0.64
C  7.16  1.13  -0.17
C  6.96  2.44  -0.72
C  5.65  2.83  -0.90
C  4.58  2.01  -0.52
N  4.70  0.83  0.04
C  5.97  0.39  0.24
C  6.06  -0.89  0.90
O  5.09  -1.22  1.62
H  9.43  -1.47  0.31
H  7.76  3.06  -1.06
H  5.44  3.76  -1.43
H  3.54  2.40  -0.60
O  -0.88  0.43  3.65
H  -1.83  0.34  3.37
H  -0.62  -0.36  4.08
O  3.28  -2.28  -1.45
H  3.60  -3.07  -0.92
H  3.88  -2.15  -2.19
O  3.49  -3.23  1.22
H  4.28  -2.81  1.64
H  2.91  -3.55  1.97
O  -3.05  0.12  1.70
N  -2.27  0.04  0.70
O  1.25  3.75  0.36
H  1.55  3.45  1.26
H  1.27  4.71  0.28
N  4.27  0.70  5.10
C  4.12  1.97  4.36
C  3.07  1.90  3.25
O  2.66  0.60  3.04
O  2.61  2.82  2.61
H  3.77  0.67  5.97
H  5.23  0.39  5.20
H  3.14  0.10  3.80
H  5.05  2.29  3.88
H  3.81  2.83  4.99
S  2.92  -1.77  8.02
C  1.85  -2.36  6.91
S  2.41  -3.02  5.41
C  0.82  -2.89  4.73
N  -0.10  -2.53  5.61
N  0.48  -2.32  6.86
C  -0.41  -2.16  7.97
C  -1.79  -2.06  7.66
C  -2.73  -1.99  8.68
C  -2.28  -2.02  10.02
C  -0.93  -2.14  10.31
C  0.04  -2.07  9.31
S  0.67  -2.93  3.03
H  -2.08  -2.08  6.61
H  -3.79  -2.03  8.47
H  -3.02  -2.02  10.83
H  -0.60  -2.26  11.32
H  1.10  -2.14  9.54

Summary:
Electronic energy   -7396.35115 Eh
Total charge   -1
E_LUMO (alpha / beta)   0.32 / 0.99 eV
Frontier orbital gap (alpha / beta)   4.94 / 5.62 eV

Entry 5:
The following is a quantum chemistry calculation of a cluster of 3 separate species, C3H10N5S2 in total, from OMol25.

Atoms and positions in Å:
C  2.29  1.24  -0.01
C  0.40  -0.75  -0.74
C  0.53  -1.51  0.61
N  1.14  0.95  0.25
N  -0.64  -0.01  -0.99
N  1.26  -1.17  -1.68
N  -0.48  -1.51  1.49
N  -2.30  1.65  0.65
S  3.57  1.49  -0.82
S  1.95  -2.24  0.90
H  0.80  1.03  1.16
H  -0.92  0.41  -1.89
H  -1.00  0.58  -0.20
H  2.09  -1.75  -1.53
H  1.29  -0.66  -2.49
H  -0.46  -2.31  2.08
H  -1.41  -1.25  1.33
H  -2.26  2.56  1.13
H  -3.11  1.27  1.13
H  -2.74  1.96  -0.37

Summary:
Electronic energy   -1190.19263 Eh
Total charge   +1
E_LUMO   -4.40 eV
Frontier orbital gap   8.23 eV

Entry 6:
The following is a quantum chemistry calculation of a cluster of 2 separate species, C11H14N2O in total, from OMol25.

Atoms and positions in Å:
C  -0.53  -4.37  0.42
C  -0.67  -2.91  0.56
C  -1.72  -2.16  1.17
N  -1.69  -0.91  0.54
C  -0.56  -0.78  -0.27
C  -0.19  0.29  -1.09
C  1.00  0.19  -1.81
C  1.72  -1.04  -1.73
C  1.31  -2.05  -0.90
C  0.17  -2.00  -0.15
H  0.43  -4.84  -0.18
H  -1.58  -4.76  0.14
H  -0.44  -4.76  1.41
H  -2.32  -2.41  1.88
H  -2.21  -0.04  0.65
H  -0.94  1.09  -1.16
H  1.37  0.96  -2.56
H  2.69  -1.28  -2.23
H  1.90  -2.96  -0.74
C  0.14  4.06  -0.47
C  0.57  4.27  1.02
N  0.33  3.25  1.88
O  1.22  5.24  1.31
H  0.10  3.01  -0.74
H  0.92  4.47  -1.07
H  -0.92  4.50  -0.51
H  0.42  3.31  2.91
H  -0.53  2.61  1.73

Summary:
Electronic energy   -612.25072 Eh
Total charge   0
E_LUMO   0.42 eV
Frontier orbital gap   8.17 eV
SMILES string   Cc1c[nH]c2ccccc12.CC(N)=O

Entry 7:
The following is a quantum chemistry calculation of an isolated molecule of C2H4N2S2, from OMol25.

Atoms and positions in Å:
C  -0.94  -0.21  0.17
C  0.50  -0.65  0.25
N  -1.32  0.49  -0.83
N  1.23  0.40  -0.43
S  -1.96  -0.46  1.60
S  2.53  1.10  0.10
H  1.06  -0.80  1.18
H  0.57  -1.66  -0.15
H  -2.19  0.95  -0.75
H  0.51  0.83  -1.14

Summary:
Electronic energy   -984.35943 Eh
Total charge   0
E_LUMO (alpha / beta)   -3.49 / -3.49 eV
Frontier orbital gap (alpha / beta)   4.21 / 4.21 eV

Entry 8:
The following is a quantum chemistry calculation of the ion C5H10N3O2 with charge +1, from OMol25.

Atoms and positions in Å:
C  -1.60  1.44  1.93
O  -0.95  0.26  2.49
N  -0.71  -0.81  2.01
N  -1.32  -1.14  0.95
C  -0.95  -1.62  -0.18
N  0.03  -1.27  -0.92
C  1.16  -0.66  -0.60
C  1.52  -0.55  0.89
O  1.90  -0.13  -1.47
C  1.64  -0.09  -2.88
H  -2.11  1.35  0.96
H  -0.96  2.28  1.88
H  -2.37  1.55  2.66
H  -1.80  -2.11  -0.79
H  0.81  -1.12  1.33
H  2.52  -1.09  1.07
H  1.62  0.56  1.06
H  2.03  0.90  -3.16
H  0.61  -0.07  -3.10
H  2.21  -0.76  -3.48

Summary:
Electronic energy   -510.79629 Eh
Total charge   +1
E_LUMO   -4.93 eV
Frontier orbital gap   9.30 eV
SMILES string   CO/N=N/C=[N+]=C(C)OC